[1]
Entry from OMol25: a 12-piece molecular cluster, C5H34N2O12 overall in a non-equilibrium geometry (ωB97M-V with the def2-TZVPD basis set).

Each line ends with the Löwdin charge.
Element x y z (Å)
O  -0.511  2.582  -0.789  0.119
C  -0.762  1.823  0.075  -0.227
C  -0.178  0.434  0.154  -0.262
C  1.294  0.695  0.286  -0.132
C  2.202  0.319  -0.977  -0.071
C  1.489  0.725  -3.123  0.105
N  1.684  1.275  -2.011  0.033
N  -0.675  -0.369  1.351  0.151
H  -1.572  1.883  0.882  0.154
H  -0.597  -0.074  -0.635  0.102
H  1.625  1.706  0.624  0.108
H  1.789  0.272  1.305  0.118
H  1.981  -0.772  -1.368  0.153
H  3.222  0.569  -0.803  0.117
H  1.094  1.507  -3.826  0.134
H  1.622  -0.197  -3.663  0.135
H  1.490  2.223  -1.671  0.122
H  -1.846  -0.351  1.719  0.189
H  -0.362  0.068  2.312  0.148
H  -0.325  -1.337  1.390  0.105
H  0.461  -3.390  1.489  0.014
H  1.746  -3.804  2.078  0.043
O  0.899  -3.424  2.386  -0.058
H  0.783  0.817  3.929  -0.019
H  1.037  2.225  3.442  0.093
O  0.441  1.457  3.425  0.012
H  -2.915  -2.053  -3.117  0.081
H  -1.924  -2.774  -3.696  0.045
O  -1.941  -2.115  -3.027  -0.037
H  -4.392  1.212  -1.884  0.087
H  -4.050  1.105  -0.450  -0.041
O  -3.669  1.149  -1.243  0.014
H  3.011  3.474  -1.174  -0.017
H  2.347  4.256  -0.114  0.176
O  2.504  3.282  -0.481  -0.021
H  -0.484  -3.294  -0.134  0.023
H  0.230  -2.659  -1.235  0.026
O  0.186  -2.713  -0.321  0.028
H  -1.571  1.395  -3.289  0.071
H  -1.341  -0.182  -2.990  0.014
O  -0.980  0.712  -2.986  -0.043
H  -3.800  0.441  2.337  0.066
H  -3.642  -1.137  2.126  0.087
O  -3.286  -0.320  2.617  -0.049
H  -3.523  -0.861  -0.225  0.040
H  -3.861  -2.343  -0.231  0.028
O  -4.117  -1.550  0.193  -0.038
H  4.306  -2.165  1.108  0.099
H  2.874  -2.845  0.958  0.037
O  3.372  -2.011  0.797  -0.068
H  2.767  -0.679  2.361  -0.013
H  4.090  -0.078  2.865  0.089
O  3.152  0.143  2.643  -0.071

Computed properties:
ΔE to the lowest compared entry with this formula, charge and spin (kJ/mol): 343.3
Molecular weight (g/mol): 314.3
Total charge: +2
Strongest force on any atom (hartree/bohr): 0.1340
LUMO (Ha): -0.212
Electronic energy (eV): -33268.4097
Frontier orbital gap (eV): 10.25

---

[2]
Entry from OMol25: a 12-piece molecular cluster, C5H34NO11S overall in a non-equilibrium geometry (ωB97M-V with the def2-TZVPD basis set).

Each line ends with the Löwdin charge.
Element x y z (Å)
C  -2.218  2.271  -0.848  -0.248
C  -2.001  2.710  -2.279  -0.524
S  -0.673  3.998  -2.754  0.623
C  -3.132  0.936  -0.828  -0.247
N  -2.797  -0.404  -0.429  -0.096
C  -2.999  -0.903  0.929  -0.324
C  -1.926  -0.575  1.963  -0.115
H  -2.911  3.082  -0.393  0.116
H  -1.529  2.222  -0.011  0.077
H  -2.858  3.283  -2.583  0.048
H  -1.636  1.796  -2.786  0.077
H  -3.669  0.940  -1.805  0.100
H  -3.926  1.258  -0.046  0.122
H  -1.725  -0.537  -0.640  0.127
H  -4.002  -0.616  1.474  0.131
H  -3.131  -2.025  0.892  0.082
H  -2.332  0.294  2.578  0.077
H  -1.803  -1.457  2.656  0.083
H  -0.918  -0.305  1.460  0.073
H  -2.015  -3.837  0.257  0.086
H  -2.986  -4.321  -0.736  0.006
O  -2.856  -4.448  0.191  -0.096
H  1.793  -4.493  0.206  0.033
H  2.503  -4.570  -1.205  -0.041
O  2.237  -5.051  -0.475  -0.050
H  -0.029  3.609  1.235  0.075
H  0.463  4.706  0.277  -0.010
O  0.644  4.384  1.145  -0.101
H  1.333  0.939  1.051  -0.012
H  2.268  -0.032  2.228  -0.038
O  2.075  -0.359  1.399  -0.266
H  1.243  -1.937  1.157  -0.033
H  0.876  -2.953  0.156  0.010
O  0.518  -2.462  0.900  -0.049
H  0.958  1.818  2.720  -0.023
H  1.570  3.068  3.125  0.044
O  1.298  2.202  3.540  -0.095
H  2.993  1.120  -0.779  -0.030
H  2.966  0.205  0.463  -0.017
O  3.564  0.670  -0.262  -0.071
H  0.414  3.229  -3.032  -0.164
H  1.903  2.484  1.067  0.037
O  1.135  1.936  0.911  -0.160
H  0.625  0.186  -1.177  0.096
H  0.616  -0.932  -0.291  -0.027
O  0.543  -0.808  -1.214  -0.044
H  1.307  -1.971  -1.942  -0.003
H  2.728  -2.382  -1.854  -0.032
O  1.915  -2.740  -2.160  -0.089
H  5.247  -1.175  -1.284  0.008
H  3.987  -0.635  -0.880  -0.074
O  4.350  -1.414  -1.288  -0.050

Computed properties:
ΔE to the lowest compared entry with this formula, charge and spin (kJ/mol): 278.7
Molecular weight (g/mol): 316.4
Total charge: -1
Strongest force on any atom (hartree/bohr): 0.0885
LUMO (Ha): 0.084
Electronic energy (eV): -40584.2921
Frontier orbital gap (eV): 8.71

---

[3]
Entry from OMol25: a 13-piece molecular cluster, C5H34NO14 overall in a non-equilibrium geometry (ωB97M-V with the def2-TZVPD basis set).

Each line ends with the Löwdin charge.
Element x y z (Å)
C  -0.443  -0.417  -1.262  -0.196
C  -1.707  -0.294  -2.064  -0.100
C  -0.598  0.177  0.212  -0.202
N  0.282  1.260  0.699  -0.051
C  0.031  2.620  0.211  -0.129
C  0.419  2.867  -1.266  -0.612
O  1.506  2.261  -1.594  -0.108
O  -0.377  3.406  -2.029  0.018
H  0.445  -0.054  -1.775  0.073
H  -0.202  -1.479  -1.109  0.105
H  -2.449  -0.984  -1.646  0.054
H  -2.137  0.687  -2.187  0.053
H  -1.554  -0.802  -3.023  0.080
H  -0.498  -0.726  0.826  0.085
H  -1.581  0.657  0.327  0.095
H  1.208  0.913  0.485  0.076
H  0.556  3.237  0.956  0.124
H  -0.973  2.940  0.513  0.081
H  -0.025  -3.447  2.807  0.060
H  0.962  -2.205  2.734  -0.025
O  0.052  -2.485  2.683  -0.058
H  3.638  0.565  -1.747  0.070
H  2.299  1.029  -1.380  0.005
O  2.917  0.225  -1.210  -0.100
H  -3.745  -3.148  -0.111  0.002
H  -3.327  -3.211  -1.625  0.007
O  -3.508  -3.760  -0.856  -0.100
H  2.351  -2.504  -2.548  0.039
H  2.560  -1.319  -1.578  -0.014
O  2.668  -2.299  -1.671  -0.089
H  4.070  0.557  0.809  -0.006
H  3.921  0.306  2.387  0.003
O  4.448  0.701  1.679  -0.070
H  -2.132  2.184  -0.885  -0.013
H  -3.327  2.827  -1.489  0.059
O  -3.074  2.327  -0.704  -0.065
H  2.687  -1.583  2.178  0.007
H  1.903  -0.286  2.301  0.040
O  2.325  -0.962  2.853  -0.076
H  -2.314  2.816  2.849  0.025
H  -2.915  3.172  1.454  0.002
O  -2.574  3.540  2.279  -0.061
H  -2.800  -1.667  1.667  0.039
H  -3.864  -1.042  0.586  0.053
O  -3.616  -1.790  1.142  -0.060
H  3.108  -2.543  0.177  0.000
H  3.404  -3.763  1.122  0.078
O  3.069  -2.850  1.073  -0.034
H  0.972  1.677  -3.192  -0.019
H  1.030  2.251  -4.629  0.021
O  1.003  1.425  -4.142  -0.096
H  -1.380  -0.047  2.202  -0.032
H  -0.959  -0.686  3.452  0.035
O  -1.755  -0.273  3.061  -0.074

Computed properties:
ΔE to the lowest compared entry with this formula, charge and spin (kJ/mol): 195.3
Molecular weight (g/mol): 332.3
Total charge: -1
Strongest force on any atom (hartree/bohr): 0.0374
LUMO (Ha): 0.090
Electronic energy (eV): -35895.3263
Frontier orbital gap (eV): 8.31

---

[4]
Entry from OMol25: a 14-piece molecular cluster, C5H34NO15 overall in a non-equilibrium geometry (ωB97M-V with the def2-TZVPD basis set).

Each line ends with the Löwdin charge.
Element x y z (Å)
O  -0.122  -1.519  0.888  0.046
C  0.255  -1.099  -0.165  -0.627
O  0.164  -1.547  -1.355  -0.092
C  0.908  0.311  -0.067  -0.008
C  -0.248  1.198  -0.720  -0.110
C  -0.218  2.614  -0.321  -0.242
C  0.787  3.240  -0.882  0.205
N  -1.039  3.229  0.639  0.323
H  0.928  0.592  0.966  0.090
H  1.884  0.211  -0.516  0.088
H  -1.258  0.739  -0.507  0.099
H  -0.227  1.107  -1.850  0.144
H  1.563  2.808  -1.552  0.139
H  1.093  4.221  -0.538  0.107
H  -0.708  4.055  0.902  0.082
H  -1.882  3.258  0.561  -0.001
H  -2.661  1.890  2.910  0.012
H  -2.977  0.373  3.009  0.035
O  -2.989  1.134  2.430  -0.069
H  -0.801  -0.925  2.350  -0.022
H  -0.524  -1.453  3.882  0.086
O  -1.108  -0.981  3.250  -0.058
H  1.112  -1.707  -2.604  -0.027
H  1.234  -1.256  -4.070  0.045
O  1.550  -1.896  -3.457  -0.040
H  -1.844  -3.329  -1.244  -0.029
H  -1.943  -2.912  0.255  0.010
O  -2.352  -3.308  -0.499  0.006
H  0.983  -3.824  -0.468  -0.026
H  0.846  -3.161  -1.864  0.026
O  1.181  -3.957  -1.362  -0.037
H  3.313  -1.131  -0.939  -0.073
H  2.768  -1.261  -2.287  -0.004
O  3.348  -0.763  -1.716  0.024
H  -2.788  1.129  -0.823  -0.002
H  -3.249  0.235  0.420  0.131
O  -3.057  1.210  0.093  -0.121
H  -1.077  -1.061  -2.492  0.006
H  -2.507  -1.117  -2.571  0.017
O  -1.822  -0.639  -2.886  0.015
H  -2.009  0.801  -3.552  0.013
H  -1.749  2.335  -3.247  0.006
O  -2.425  1.669  -3.288  -0.085
H  1.487  -2.633  1.041  -0.070
H  2.570  -3.493  0.581  0.034
O  2.367  -2.699  1.018  0.047
H  2.084  -0.713  2.388  0.052
H  1.272  0.270  3.322  0.056
O  2.211  0.020  3.060  -0.074
H  -0.764  1.093  3.464  -0.006
H  -0.907  2.494  2.989  0.010
O  -0.946  1.978  3.797  -0.047
H  3.213  1.541  0.525  -0.017
H  3.304  1.042  1.825  -0.069
O  3.772  1.586  1.277  0.005

Computed properties:
ΔE to the lowest compared entry with this formula, charge and spin (kJ/mol): 413.6
Molecular weight (g/mol): 348.3
Total charge: 0
Strongest force on any atom (hartree/bohr): 0.2643
Multiplicity: 2
LUMO (spin up / spin down) (Ha): -0.040 / -0.200
Electronic energy (eV): -37933.4034
<S²>: 0.76
Frontier orbital gap (spin up / spin down) (eV): 9.65 / 5.11